{"formula": "C32H94N8O11", "method": "wB97M-V/def2-TZVPD", "elements": ["C", "O", "C", "C", "C", "N", "H", "H", "H", "H", "H", "H", "H", "H", "H", "H", "H", "C", "O", "C", "C", "C", "N", "H", "H", "H", "H", "H", "H", "H", "H", "H", "H", "H", "C", "O", "C", "C", "C", "N", "H", "H", "H", "H", "H", "H", "H", "H", "H", "H", "H", "C", "O", "C", "C", "C", "N", "H", "H", "H", "H", "H", "H", "H", "H", "H", "H", "H", "C", "O", "C", "C", "C", "N", "H", "H", "H", "H", "H", "H", "H", "H", "H", "H", "H", "C", "O", "C", "C", "C", "N", "H", "H", "H", "H", "H", "H", "H", "H", "H", "H", "H", "C", "O", "C", "C", "C", "N", "H", "H", "H", "H", "H", "H", "H", "H", "H", "H", "H", "C", "O", "C", "C", "C", "N", "H", "H", "H", "H", "H", "H", "H", "H", "H", "H", "H", "O", "H", "H", "O", "H", "H", "O", "H", "H"], "positions_angstrom": [[-2.81, 4.55, 2.24], [-1.79, 5.56, 2.49], [-0.62, 5.13, 1.89], [0.59, 5.91, 2.38], [0.64, 7.30, 1.82], [1.85, 5.17, 1.93], [-3.61, 4.77, 3.01], [-2.45, 3.53, 2.34], [-3.05, 4.71, 1.16], [-0.47, 4.08, 2.20], [-0.60, 5.24, 0.77], [0.57, 6.00, 3.48], [1.41, 7.92, 2.31], [-0.30, 7.82, 1.93], [0.88, 7.37, 0.73], [2.58, 5.87, 1.78], [2.11, 4.50, 2.75], [-6.47, 0.61, 1.11], [-5.89, 1.05, -0.09], [-6.65, 2.13, -0.66], [-6.22, 2.46, -2.13], [-7.14, 3.63, -2.62], [-6.44, 1.37, -2.99], [-5.96, -0.27, 1.53], [-7.51, 0.29, 0.97], [-6.50, 1.37, 1.86], [-7.71, 1.88, -0.63], [-6.55, 3.03, -0.02], [-5.16, 2.84, -2.29], [-7.99, 3.13, -3.06], [-6.73, 4.43, -3.20], [-7.57, 4.20, -1.78], [-6.29, 1.73, -3.88], [-5.82, 0.61, -2.69], [5.23, -5.21, -1.05], [4.79, -4.04, -0.46], [3.77, -4.25, 0.54], [3.31, -2.97, 1.29], [2.77, -1.93, 0.33], [4.34, -2.43, 2.14], [4.32, -5.62, -1.53], [5.85, -5.92, -0.44], [5.91, -5.01, -1.87], [2.87, -4.56, 0.02], [3.98, -5.00, 1.29], [2.46, -3.33, 1.89], [2.26, -1.11, 0.78], [2.18, -2.40, -0.40], [3.65, -1.44, -0.11], [4.78, -3.17, 2.75], [5.11, -2.11, 1.52], [-0.41, -4.75, 1.19], [0.31, -5.89, 0.69], [0.16, -6.06, -0.73], [1.03, -7.29, -1.16], [0.91, -7.48, -2.72], [0.74, -8.50, -0.44], [-0.11, -3.86, 0.65], [-0.29, -4.84, 2.26], [-1.47, -4.99, 0.96], [-0.89, -6.32, -0.83], [0.52, -5.20, -1.34], [2.06, -6.98, -0.99], [1.72, -8.19, -3.04], [1.01, -6.46, -3.21], [-0.08, -7.83, -3.06], [0.85, -8.40, 0.56], [1.40, -9.34, -0.68], [-0.76, 2.51, -4.70], [0.55, 2.93, -4.47], [1.22, 1.95, -3.64], [2.72, 2.37, -3.52], [3.40, 1.21, -2.84], [2.87, 3.62, -2.75], [-1.24, 3.35, -5.14], [-1.32, 2.22, -3.77], [-0.90, 1.62, -5.36], [0.71, 1.85, -2.73], [1.30, 1.04, -4.22], [3.16, 2.44, -4.56], [4.37, 1.48, -2.53], [3.57, 0.34, -3.52], [2.91, 0.99, -1.86], [3.81, 3.97, -2.64], [2.36, 4.36, -3.25], [0.52, 2.57, 5.03], [1.35, 2.46, 3.85], [1.83, 1.16, 3.76], [2.99, 1.12, 2.84], [4.23, 1.80, 3.39], [2.51, 1.49, 1.51], [1.02, 2.27, 5.97], [-0.47, 2.08, 4.95], [0.25, 3.59, 5.16], [2.13, 0.84, 4.75], [1.12, 0.49, 3.33], [3.36, 0.07, 2.87], [4.05, 2.85, 3.57], [5.13, 1.80, 2.75], [4.45, 1.34, 4.36], [3.37, 1.50, 0.89], [2.12, 2.45, 1.43], [-0.02, -2.15, 4.97], [-0.79, -1.18, 4.20], [-0.60, -1.22, 2.75], [-1.10, 0.19, 2.19], [-2.55, 0.19, 1.92], [-0.46, 0.73, 0.97], [1.08, -2.18, 4.69], [-0.38, -3.20, 4.86], [-0.11, -1.86, 6.00], [0.50, -1.33, 2.53], [-1.08, -2.05, 2.23], [-0.89, 0.94, 2.95], [-2.78, -0.55, 1.18], [-2.85, 1.17, 1.54], [-3.16, -0.06, 2.78], [-0.53, 0.09, 0.17], [0.55, 0.93, 1.09], [2.38, -3.07, -3.10], [1.13, -3.21, -2.51], [0.38, -2.00, -2.29], [-1.14, -2.31, -2.54], [-1.54, -2.03, -3.99], [-2.04, -1.75, -1.57], [2.60, -4.02, -3.61], [3.20, -2.85, -2.47], [2.48, -2.26, -3.82], [0.40, -1.61, -1.19], [0.74, -1.23, -2.94], [-1.13, -3.38, -2.33], [-1.70, -0.93, -4.02], [-2.52, -2.46, -4.10], [-0.84, -2.22, -4.77], [-3.03, -2.08, -1.71], [-2.02, -0.71, -1.58], [-1.22, 2.73, -1.05], [-0.48, 3.30, -0.93], [-1.24, 2.14, -0.29], [1.15, 4.25, -0.59], [1.50, 4.64, 0.24], [1.96, 3.98, -1.06], [-3.05, 0.91, -1.12], [-3.90, 0.71, -0.74], [-2.93, 1.87, -1.23]], "spin_multiplicity": 1, "total_energy_ha": -2541.078035, "relative_energy_kcal_mol": 13.68, "homo_energy_ev": -8.78, "e_lumo_ev": 0.627, "homo_lumo_gap_ev": 9.41, "smiles": "COC[C@H](C)N.COC[C@H](C)N.COC[C@H](C)N.COC[C@H](C)N.COC[C@H](C)N.COC[C@H](C)N.COC[C@H](C)N.COC[C@H](C)N.O.O.O"}



{"formula": "C42H28HgN9S", "method": "wB97M-V/def2-TZVPD", "elements": ["Hg", "C", "C", "C", "C", "C", "N", "C", "N", "C", "C", "C", "C", "C", "C", "C", "C", "N", "C", "N", "C", "N", "C", "N", "C", "N", "C", "C", "C", "C", "C", "C", "C", "C", "C", "C", "C", "C", "N", "C", "C", "H", "H", "H", "H", "H", "H", "H", "H", "H", "H", "H", "H", "H", "H", "H", "H", "C", "C", "C", "C", "C", "C", "C", "C", "C", "H", "H", "H", "H", "H", "H", "H", "H", "H", "H", "H", "H", "S", "C", "N"], "positions_angstrom": [[0.40, 0.07, -0.03], [5.75, 1.40, -3.64], [5.16, 0.48, -4.61], [3.88, 0.08, -4.56], [2.99, 0.63, -3.52], [2.09, -0.24, -2.66], [1.56, 0.88, -1.84], [2.78, 1.62, -1.41], [2.91, 2.44, -0.35], [2.20, 2.48, 0.77], [2.28, 3.51, 1.80], [2.93, 4.74, 1.85], [2.74, 5.54, 2.96], [1.90, 5.14, 4.01], [1.25, 3.92, 3.97], [1.44, 3.10, 2.86], [0.87, 1.82, 2.48], [0.07, 1.07, 3.28], [-0.41, -0.13, 2.98], [-0.22, -0.86, 1.85], [-0.88, -2.06, 1.88], [-0.95, -2.97, 0.95], [-0.37, -2.92, -0.29], [0.45, -1.95, -0.80], [0.87, -2.24, -2.04], [1.76, -1.46, -2.79], [0.32, -3.49, -2.41], [0.38, -4.27, -3.58], [-0.35, -5.43, -3.64], [-1.14, -5.86, -2.54], [-1.21, -5.12, -1.38], [-0.48, -3.92, -1.30], [-1.56, -2.13, 3.19], [-2.39, -3.08, 3.76], [-2.92, -2.83, 5.02], [-2.63, -1.63, 5.69], [-1.81, -0.68, 5.12], [-1.27, -0.93, 3.86], [1.36, 1.52, 1.24], [3.68, 1.43, -2.44], [5.02, 1.84, -2.58], [6.78, 1.69, -3.75], [5.80, 0.11, -5.41], [3.47, -0.60, -5.29], [3.57, 5.04, 1.03], [3.24, 6.50, 3.01], [1.75, 5.80, 4.86], [0.59, 3.61, 4.77], [0.98, -3.94, -4.42], [-0.32, -6.04, -4.54], [-1.71, -6.78, -2.63], [-1.81, -5.44, -0.54], [-2.60, -4.00, 3.23], [-3.57, -3.56, 5.49], [-3.07, -1.46, 6.67], [-1.58, 0.25, 5.63], [5.46, 2.47, -1.82], [-4.33, -1.69, 0.91], [-3.54, -0.53, 0.33], [-3.18, 0.55, 1.12], [-2.46, 1.62, 0.58], [-2.11, 2.81, 1.43], [-2.10, 1.58, -0.76], [-2.46, 0.50, -1.58], [-2.15, 0.51, -3.06], [-3.16, -0.55, -1.01], [-3.68, -2.55, 1.03], [-5.15, -1.97, 0.24], [-4.74, -1.43, 1.89], [-3.45, 0.57, 2.17], [-1.82, 2.51, 2.44], [-2.97, 3.49, 1.51], [-1.28, 3.38, 1.00], [-1.57, 2.43, -1.20], [-1.10, 0.71, -3.24], [-2.72, 1.30, -3.55], [-2.42, -0.45, -3.51], [-3.44, -1.40, -1.62], [1.63, 2.16, -5.55], [1.78, 1.55, -3.99], [0.97, 1.71, -2.98]], "total_charge": -2, "spin_multiplicity": 2, "total_energy_ha": -2661.757403, "relative_energy_kcal_mol": 18.77, "homo_energy_ev": [-0.64, -1.35], "e_lumo_ev": [4.327, 3.721], "homo_lumo_gap_ev": [4.97, 5.07]}



{"formula": "C9H36N6O9", "method": "wB97M-V/def2-TZVPD", "elements": ["N", "C", "N", "O", "H", "H", "H", "H", "N", "C", "N", "O", "H", "H", "H", "H", "N", "C", "N", "O", "H", "H", "H", "H", "C", "O", "H", "H", "H", "H", "C", "O", "H", "H", "H", "H", "C", "O", "H", "H", "H", "H", "C", "O", "H", "H", "H", "H", "C", "O", "H", "H", "H", "H", "C", "O", "H", "H", "H", "H"], "positions_angstrom": [[-2.42, -0.77, -5.12], [-1.82, -0.20, -4.04], [-1.89, 1.14, -4.02], [-1.33, -0.88, -3.12], [-2.60, -1.75, -5.27], [-2.88, -0.24, -5.84], [-1.44, 1.64, -3.27], [-2.48, 1.67, -4.62], [0.99, 3.52, -0.49], [0.82, 3.83, -1.81], [1.08, 5.13, -2.12], [0.36, 3.04, -2.62], [0.57, 2.68, -0.12], [1.19, 4.26, 0.16], [0.69, 5.39, -3.01], [1.12, 5.81, -1.39], [1.78, -1.96, 2.13], [2.35, -2.41, 3.29], [1.78, -3.56, 3.74], [3.10, -1.78, 4.04], [2.39, -1.31, 1.65], [1.25, -2.73, 1.75], [2.16, -3.99, 4.57], [1.33, -4.20, 3.11], [-0.05, -0.17, -0.05], [-1.02, 0.57, -0.76], [0.32, 0.47, 0.75], [-0.50, -1.08, 0.36], [0.83, -0.43, -0.63], [-1.10, 0.14, -1.64], [1.56, 1.44, 3.52], [2.36, 2.51, 4.00], [1.84, 0.43, 3.80], [0.55, 1.52, 3.94], [1.44, 1.40, 2.43], [1.75, 3.25, 3.92], [4.61, -1.99, 0.32], [3.53, -1.37, -0.34], [4.69, -3.04, 0.02], [5.56, -1.54, -0.01], [4.61, -1.88, 1.40], [3.37, -1.85, -1.15], [-4.98, -0.30, 0.30], [-3.76, -0.99, 0.45], [-5.51, -0.42, -0.65], [-5.62, -0.76, 1.06], [-4.85, 0.76, 0.52], [-3.19, -0.95, -0.32], [0.76, -4.16, 0.15], [0.62, -5.08, 1.22], [0.15, -3.30, 0.44], [1.78, -3.85, -0.09], [0.20, -4.49, -0.73], [1.17, -5.86, 1.08], [-3.04, 3.35, 0.09], [-2.88, 2.56, -1.06], [-2.55, 2.91, 0.97], [-2.63, 4.34, -0.12], [-4.11, 3.40, 0.34], [-2.01, 2.12, -1.08]], "spin_multiplicity": 1, "total_energy_ha": -1370.197915, "relative_energy_kcal_mol": 29.14, "homo_energy_ev": -9.48, "e_lumo_ev": 0.443, "homo_lumo_gap_ev": 9.93, "smiles": "NC(N)=O.NC(N)=O.NC(N)=O.CO.CO.CO.CO.CO.CO"}



{"formula": "H22O11", "method": "wB97M-V/def2-TZVPD", "elements": ["O", "H", "H", "O", "H", "H", "O", "H", "H", "O", "H", "H", "O", "H", "H", "O", "H", "H", "O", "H", "H", "O", "H", "H", "O", "H", "H", "O", "H", "H", "O", "H", "H"], "positions_angstrom": [[-1.04, 1.45, -1.82], [-0.55, 1.75, -2.55], [-0.32, 1.61, -1.21], [-0.33, 2.44, 2.96], [0.27, 1.65, 3.06], [0.36, 3.10, 2.91], [-2.02, -1.87, 0.86], [-1.31, -1.28, 0.82], [-2.76, -1.43, 0.48], [-0.05, -0.30, 0.17], [0.51, 0.44, 0.46], [-0.62, -0.02, -0.55], [2.77, -0.53, 0.91], [3.68, -0.73, 0.74], [2.31, -1.04, 0.21], [0.95, -0.05, 3.03], [1.59, -0.13, 2.33], [1.38, -0.55, 3.69], [1.31, -0.17, -2.75], [1.36, 0.40, -3.53], [1.70, 0.36, -2.04], [0.95, 2.23, -0.08], [0.54, 3.10, -0.07], [1.73, 2.29, 0.45], [-3.58, 0.06, -2.98], [-4.25, 0.70, -2.64], [-2.95, -0.12, -2.25], [0.11, -2.82, 2.23], [-0.01, -1.96, 2.59], [0.88, -3.27, 2.61], [-0.98, -1.91, -2.33], [-0.27, -1.30, -2.58], [-1.37, -2.12, -3.17]], "spin_multiplicity": 1, "total_energy_ha": -840.792428, "relative_energy_kcal_mol": 55.04, "homo_energy_ev": -9.67, "e_lumo_ev": -0.447, "homo_lumo_gap_ev": 9.23, "smiles": "O.O.O.O.O.O.O.O.O.O.O"}



{"formula": "C8H6O", "method": "wB97M-V/def2-TZVPD", "elements": ["C", "C", "C", "C", "C", "C", "C", "C", "O", "H", "H", "H", "H", "H", "H"], "positions_angstrom": [[-0.16, -1.47, -0.19], [1.19, -1.31, -0.19], [-1.16, -0.51, -0.16], [1.32, 1.18, -0.42], [1.83, 0.01, -0.24], [-2.09, 0.27, -0.22], [3.24, 0.01, 0.12], [-3.01, 1.34, 0.07], [4.20, 0.47, -0.42], [-0.51, -2.46, -0.25], [1.73, -2.14, 0.06], [3.29, -0.37, 1.19], [-4.10, 1.09, 0.50], [-2.56, 1.87, 0.83], [-3.18, 2.01, -0.67]], "spin_multiplicity": 1, "total_energy_ha": -383.413899, "relative_energy_kcal_mol": 139.86, "homo_energy_ev": -9.02, "e_lumo_ev": -0.823, "homo_lumo_gap_ev": 8.20}



{"formula": "C8H26B2O29", "method": "wB97M-V/def2-TZVPD", "elements": ["O", "C", "O", "B", "O", "C", "O", "O", "C", "O", "C", "O", "O", "O", "C", "O", "B", "O", "C", "O", "O", "C", "O", "C", "O", "O", "O", "H", "H", "O", "H", "H", "O", "H", "H", "O", "H", "H", "O", "H", "H", "O", "H", "H", "O", "H", "H", "O", "H", "H", "O", "H", "H", "O", "H", "H", "O", "H", "H", "O", "H", "H", "O", "H", "H"], "positions_angstrom": [[21.27, 39.21, -27.64], [21.28, 38.48, -26.66], [22.36, 37.90, -26.05], [21.91, 37.10, -24.92], [20.48, 37.43, -24.71], [19.99, 38.17, -25.71], [18.86, 38.53, -25.92], [22.74, 37.47, -23.78], [23.30, 36.32, -23.32], [24.12, 36.18, -22.39], [22.90, 35.12, -24.21], [22.07, 35.62, -25.11], [23.26, 33.97, -24.01], [18.87, 33.69, -28.61], [18.16, 33.23, -27.74], [18.47, 32.39, -26.74], [17.29, 32.13, -25.81], [16.13, 32.73, -26.57], [16.61, 33.31, -27.70], [15.92, 33.70, -28.66], [17.45, 32.57, -24.42], [17.60, 31.47, -23.58], [17.78, 31.45, -22.38], [17.41, 30.27, -24.52], [16.99, 30.69, -25.64], [17.73, 29.11, -24.32], [15.51, 25.15, -26.89], [15.59, 25.56, -26.03], [16.39, 25.23, -27.27], [17.93, 25.13, -19.55], [18.15, 25.84, -20.16], [18.60, 24.46, -19.71], [20.79, 33.99, -34.16], [21.32, 34.68, -34.55], [20.21, 34.45, -33.55], [20.31, 34.19, -18.32], [21.17, 33.78, -18.25], [19.84, 33.65, -18.95], [19.02, 29.34, -30.91], [19.75, 29.82, -30.51], [19.23, 29.33, -31.84], [14.82, 29.14, -29.40], [15.51, 29.14, -30.07], [15.29, 28.98, -28.58], [12.91, 33.06, -21.97], [12.32, 33.46, -22.61], [13.71, 32.88, -22.47], [23.96, 31.28, -32.15], [24.66, 31.41, -32.79], [23.28, 31.91, -32.41], [19.43, 30.46, -16.00], [20.33, 30.35, -16.32], [18.88, 30.36, -16.77], [22.36, 25.88, -25.98], [21.75, 25.93, -25.25], [21.88, 25.41, -26.66], [13.30, 37.55, -32.65], [13.92, 36.91, -32.32], [13.30, 38.25, -32.00], [19.65, 38.13, -33.45], [20.40, 38.41, -33.96], [19.91, 38.28, -32.54], [11.22, 34.07, -30.87], [12.08, 34.26, -30.49], [10.76, 34.91, -30.84]], "total_charge": -2, "spin_multiplicity": 1, "total_energy_ha": -2552.669930, "relative_energy_kcal_mol": 82.85, "homo_energy_ev": -5.46, "e_lumo_ev": 3.206, "homo_lumo_gap_ev": 8.67}



Repeat the third record exactly.
{"formula": "C9H36N6O9", "method": "wB97M-V/def2-TZVPD", "elements": ["N", "C", "N", "O", "H", "H", "H", "H", "N", "C", "N", "O", "H", "H", "H", "H", "N", "C", "N", "O", "H", "H", "H", "H", "C", "O", "H", "H", "H", "H", "C", "O", "H", "H", "H", "H", "C", "O", "H", "H", "H", "H", "C", "O", "H", "H", "H", "H", "C", "O", "H", "H", "H", "H", "C", "O", "H", "H", "H", "H"], "positions_angstrom": [[-2.42, -0.77, -5.12], [-1.82, -0.20, -4.04], [-1.89, 1.14, -4.02], [-1.33, -0.88, -3.12], [-2.60, -1.75, -5.27], [-2.88, -0.24, -5.84], [-1.44, 1.64, -3.27], [-2.48, 1.67, -4.62], [0.99, 3.52, -0.49], [0.82, 3.83, -1.81], [1.08, 5.13, -2.12], [0.36, 3.04, -2.62], [0.57, 2.68, -0.12], [1.19, 4.26, 0.16], [0.69, 5.39, -3.01], [1.12, 5.81, -1.39], [1.78, -1.96, 2.13], [2.35, -2.41, 3.29], [1.78, -3.56, 3.74], [3.10, -1.78, 4.04], [2.39, -1.31, 1.65], [1.25, -2.73, 1.75], [2.16, -3.99, 4.57], [1.33, -4.20, 3.11], [-0.05, -0.17, -0.05], [-1.02, 0.57, -0.76], [0.32, 0.47, 0.75], [-0.50, -1.08, 0.36], [0.83, -0.43, -0.63], [-1.10, 0.14, -1.64], [1.56, 1.44, 3.52], [2.36, 2.51, 4.00], [1.84, 0.43, 3.80], [0.55, 1.52, 3.94], [1.44, 1.40, 2.43], [1.75, 3.25, 3.92], [4.61, -1.99, 0.32], [3.53, -1.37, -0.34], [4.69, -3.04, 0.02], [5.56, -1.54, -0.01], [4.61, -1.88, 1.40], [3.37, -1.85, -1.15], [-4.98, -0.30, 0.30], [-3.76, -0.99, 0.45], [-5.51, -0.42, -0.65], [-5.62, -0.76, 1.06], [-4.85, 0.76, 0.52], [-3.19, -0.95, -0.32], [0.76, -4.16, 0.15], [0.62, -5.08, 1.22], [0.15, -3.30, 0.44], [1.78, -3.85, -0.09], [0.20, -4.49, -0.73], [1.17, -5.86, 1.08], [-3.04, 3.35, 0.09], [-2.88, 2.56, -1.06], [-2.55, 2.91, 0.97], [-2.63, 4.34, -0.12], [-4.11, 3.40, 0.34], [-2.01, 2.12, -1.08]], "spin_multiplicity": 1, "total_energy_ha": -1370.197915, "relative_energy_kcal_mol": 29.14, "homo_energy_ev": -9.48, "e_lumo_ev": 0.443, "homo_lumo_gap_ev": 9.93, "smiles": "NC(N)=O.NC(N)=O.NC(N)=O.CO.CO.CO.CO.CO.CO"}